A gas-phase ion, C2H3N2OS (charge +1). Source: the OMol25 dataset; level of theory: ωB97M-V/def2-TZVPD.

XYZ file:
```
9
Properties=species:S:1:pos:R:3:nbo_charge:R:1
S -2.47794 -0.29059 0.32926 0.29
C -1.77736 1.11806 -0.18499 -0.22
N -0.50319 1.45821 0.01547 -0.04
N 0.43003 0.69616 0.21808 0.30
C 1.11987 -0.51748 0.30433 0.08
O 1.69382 0.77417 0.56047 -0.17
H -2.37457 1.91294 -0.62145 0.26
H 1.44012 -0.99818 -0.61982 0.25
H 0.96607 -1.15982 1.16878 0.25
```

LUMO (eV): -7.663
Charge: +1
HOMO energy (eV): -14.70

A gas-phase ion, C4H7ClNO (charge +1). Source: the OMol25 dataset; level of theory: ωB97M-V/def2-TZVPD.

XYZ file:
```
14
Properties=species:S:1:pos:R:3:nbo_charge:R:1
C 1.85874 -0.96227 -0.31342 -0.58
C 0.75531 0.20183 -0.38076 -0.20
Cl 1.67066 1.61930 0.21019 -0.04
C -0.42415 0.10221 0.62464 -0.43
C -1.72176 0.76853 0.09368 0.02
N -2.76757 0.13803 -0.05572 0.41
O -3.64625 -0.57595 0.03378 0.02
H 2.56748 -0.66580 -0.95531 0.24
H 2.33744 -0.93270 0.62863 0.23
H 1.27710 -1.86522 -0.42065 0.22
H 0.51046 0.57232 -1.47985 0.25
H -0.07100 0.78856 1.38497 0.30
H -0.71461 -0.98235 0.80643 0.26
H -1.63186 1.79352 -0.17661 0.32
```

LUMO (eV): -7.722
Charge: +1
HOMO energy (eV): -14.60

A molecular structure, C42H42N9O4SSbY. Source: the OMol25 dataset; level of theory: ωB97M-V/def2-TZVPD.

XYZ file:
```
100
Properties=species:S:1:pos:R:3:lowdin_charge:R:1
Y 1.54969 -1.38715 0.80940 1.42
O 5.16020 -2.26445 2.99055 0.09
C 4.03130 -1.97310 2.66922 -0.60
O 3.34204 -2.41010 1.66026 -0.23
C 3.21630 -1.02435 3.53520 -0.16
C 3.56089 -0.62374 4.81279 0.03
C 2.61972 0.08443 5.55167 -0.01
C 1.36081 0.34343 5.01984 0.03
C 1.10153 -0.08670 3.73161 -0.17
N 2.03057 -0.71061 3.01463 0.04
C -0.22532 0.06885 3.00349 -0.64
O -1.01241 0.89831 3.40279 0.06
O -0.32555 -0.70850 1.96012 -0.24
H 4.53238 -0.89127 5.20299 0.13
H 2.85680 0.40936 6.55631 0.12
H 0.58813 0.85416 5.57623 0.13
C 1.53890 -5.44779 -1.81262 0.00
C 1.53995 -4.39334 -0.74869 -0.24
N 2.11805 -3.25554 -0.85695 0.02
N 2.83865 -2.99307 -1.98339 0.02
C 3.70184 -1.93164 -2.03359 -0.82
N 4.44472 -1.89617 -3.14465 0.12
S 3.90106 -0.78764 -0.83649 0.72
C 0.90187 -4.66262 0.57098 -0.21
C 0.64554 -5.95733 0.98495 0.01
C 0.13652 -6.16708 2.26096 -0.02
C -0.10986 -5.07894 3.07261 -0.01
C 0.16873 -3.81201 2.57923 -0.09
N 0.66401 -3.60670 1.36267 0.03
H 1.42836 -5.00850 -2.80548 0.09
H 0.70530 -6.13128 -1.67938 0.09
H 2.46321 -6.03124 -1.79456 0.11
H 2.89958 -3.70871 -2.69201 0.13
H 4.38292 -2.58409 -3.87539 0.12
H 5.09057 -1.13428 -3.25775 0.11
H 0.86356 -6.79678 0.34236 0.12
H -0.05709 -7.17273 2.60829 0.12
H -0.50690 -5.19275 4.07072 0.12
H -0.02090 -2.92406 3.16929 0.11
N -3.91237 -4.20387 -4.46243 0.18
C -3.62004 -3.86812 -3.40429 -0.18
C -3.23046 -3.43183 -2.08953 -0.21
C -4.14082 -3.34294 -1.04376 0.00
C -3.68354 -2.88618 0.17803 -0.03
C -2.34728 -2.54021 0.31177 -0.11
N -1.46035 -2.64885 -0.68273 0.07
C -1.90604 -3.07841 -1.85744 -0.09
H -5.17692 -3.61327 -1.19615 0.13
H -4.35284 -2.78351 1.02057 0.12
H -1.96599 -2.14174 1.24455 0.09
H -1.18834 -3.15453 -2.66977 0.12
N 1.33981 -0.23738 -2.69585 -0.01
N 0.63317 -0.68027 -1.52008 -0.11
H 0.65622 0.11833 -3.35943 0.07
H 1.92306 0.54560 -2.41626 0.03
H 0.15467 -1.54046 -1.76370 0.03
H -0.12620 -0.02734 -1.31608 0.02
C 0.69827 4.78822 2.19458 -0.07
C -0.70506 5.06262 1.72178 -0.30
C -1.33583 6.25084 2.07823 -0.04
C -2.62360 6.53761 1.65285 -0.07
C -3.30857 5.63034 0.86037 -0.08
C -2.69135 4.44379 0.49312 -0.15
C -1.39621 4.15520 0.90986 -0.33
Sb -0.40119 2.36302 0.32504 1.61
C 0.95770 3.16764 -1.12638 -0.35
C 2.26808 2.70922 -0.94866 -0.20
C 3.32367 3.15247 -1.73109 -0.10
C 3.07079 4.09048 -2.72090 -0.07
C 1.78401 4.57235 -2.89625 -0.04
C 0.71821 4.14206 -2.10608 -0.29
C -0.62604 4.78493 -2.32923 -0.05
C -1.88037 1.56330 -1.00385 -0.35
C -1.62146 1.49329 -2.37473 -0.16
C -2.48950 0.85069 -3.24874 -0.08
C -3.64746 0.27504 -2.74807 -0.08
C -3.92126 0.35063 -1.39056 -0.05
C -3.05166 0.97821 -0.50091 -0.31
C -3.38200 1.02637 0.96542 -0.05
H 1.01167 5.52298 2.93445 0.08
H 1.41168 4.82667 1.36654 0.08
H 0.77606 3.79985 2.65544 0.06
H -0.80773 6.95978 2.70449 0.11
H -3.09187 7.46892 1.94319 0.11
H -4.31510 5.84428 0.52586 0.11
H -3.23065 3.74235 -0.13535 0.09
H 2.47909 1.98625 -0.16348 0.05
H 4.32469 2.77817 -1.56290 0.10
H 3.87490 4.46088 -3.34326 0.11
H 1.59629 5.31837 -3.66036 0.12
H -0.91092 4.73302 -3.38153 0.09
H -0.58721 5.84064 -2.05385 0.10
H -1.41539 4.32691 -1.74017 0.04
H -0.72691 1.95783 -2.77252 0.08
H -2.27309 0.81856 -4.30913 0.11
H -4.34525 -0.21602 -3.41504 0.11
H -4.83697 -0.08330 -1.00563 0.11
H -4.37580 0.62075 1.15463 0.09
H -3.36358 2.04842 1.34952 0.07
H -2.65449 0.46710 1.55769 0.05
```

LUMO (eV): -3.360
Charge: +1
HOMO energy (eV): -10.32

A single H2N2O4S molecule. Source: the OMol25 dataset; level of theory: ωB97M-V/def2-TZVPD.

XYZ file:
```
9
Properties=species:S:1:pos:R:3:nbo_charge:R:1
N 0.06026 -0.73179 -1.79656 0.33
N -1.10921 0.90039 0.34982 -1.08
O 0.47052 -0.48704 -2.86724 -0.29
O 1.07496 -0.79831 -0.89289 -0.12
O 0.49767 0.65610 2.18064 -0.84
O 0.56730 -1.28765 0.25292 -0.45
S -0.59414 -0.14160 1.32655 1.53
H -2.00394 0.70134 -0.16377 0.41
H 1.03659 1.18855 1.61052 0.51
```

LUMO (eV): 0.008
HOMO energy (eV): -9.88

A gas-phase ion, C8H10N3 (charge +1). Source: the OMol25 dataset; level of theory: ωB97M-V/def2-TZVPD.

XYZ file:
```
21
Properties=species:S:1:pos:R:3:nbo_charge:R:1
C -2.97439 -0.26173 0.10543 -0.03
C -2.20784 -1.45684 0.31764 0.09
C -1.06877 0.86914 -0.25542 0.09
C -0.26184 -0.29944 -0.04900 0.39
C -0.24852 2.17835 -0.19437 -0.32
C 0.36651 2.41418 0.85554 0.37
C 1.88544 0.33030 -0.90528 -0.42
C 1.56325 -1.58314 0.50732 -0.41
N -2.34986 0.80542 -0.24020 -0.33
N -0.92117 -1.49086 0.18364 -0.42
N 1.03248 -0.36346 0.00863 -0.42
H -4.06083 -0.12374 0.16801 0.23
H -2.63444 -2.44955 0.40058 0.23
H -0.39503 2.82645 -1.16432 0.40
H 0.69611 2.76944 1.71180 0.23
H 2.41879 -0.48893 -1.42294 0.23
H 1.41954 0.91085 -1.68529 0.21
H 2.63461 0.99332 -0.42834 0.21
H 1.53633 -2.32770 -0.24439 0.21
H 2.61711 -1.46221 0.87171 0.22
H 0.95253 -1.78985 1.45926 0.24
```

LUMO (spin up / spin down) (eV): -7.254 / -7.253
Charge: +1
HOMO energy (spin up / spin down) (eV): -12.23 / -12.23

A molecular structure, C27H33AsBI2N7NaO2S2. Source: the OMol25 dataset; level of theory: ωB97M-V/def2-TZVPD.

XYZ file:
```
76
Properties=species:S:1:pos:R:3:lowdin_charge:R:1
Na -0.06408 -0.20652 0.42418 0.18
I 1.41456 -4.80739 -1.63416 0.87
C -0.39915 -4.34090 -0.71561 -0.65
C -1.36712 -5.33946 -0.56637 -0.26
C -2.57723 -5.06668 0.01099 -0.69
I -3.96535 -6.62400 0.19197 0.84
C -2.87482 -3.75239 0.45972 -0.22
C -4.10342 -3.35627 1.03435 -0.06
C -4.29478 -2.05919 1.41512 -0.05
C -3.25192 -1.13448 1.23002 -0.13
N -2.09846 -1.46784 0.71159 0.11
C -1.88674 -2.74772 0.31937 -0.14
C -0.57662 -3.01686 -0.28573 -0.48
O 0.28482 -2.09783 -0.41244 -0.19
H -1.14817 -6.33899 -0.91762 0.07
H -4.89010 -4.08938 1.15737 0.05
H -5.23366 -1.73435 1.84346 0.10
H -3.37498 -0.09107 1.49714 0.10
C -2.06761 -0.72939 -2.66198 -0.03
N -1.31790 0.50640 -2.59595 -0.12
C -0.08936 0.71200 -3.19696 -0.07
C 0.25500 1.98940 -2.93558 -0.09
N -0.74667 2.57161 -2.19001 -0.01
B -0.71279 4.08382 -1.79402 -0.49
N -0.96384 4.25595 -0.26710 -0.02
C -2.08422 4.84432 0.26787 -0.10
C -1.97360 4.84133 1.61047 -0.06
N -0.76357 4.23131 1.89908 -0.13
C -0.24578 4.01186 3.22551 -0.05
C -0.15621 3.86864 0.73712 -0.71
S 1.34650 3.06977 0.59770 0.63
C -1.72199 1.66041 -1.98139 -0.76
S -3.18286 1.86820 -1.13926 0.55
H -2.26707 -0.98630 -3.70371 0.09
H -3.00782 -0.57524 -2.13759 0.04
H -1.50749 -1.53512 -2.18892 0.07
H 0.42226 -0.07238 -3.72560 0.12
H 1.13954 2.54301 -3.19382 0.11
H -1.59124 4.68820 -2.37020 0.07
H 0.39145 4.48932 -2.07147 0.06
H -2.88037 5.18390 -0.36803 0.11
H -2.63568 5.18567 2.38419 0.11
H -0.46197 4.88052 3.84792 0.09
H 0.83061 3.88020 3.15125 0.05
H -0.68682 3.12090 3.67729 0.09
N 0.56548 -0.29157 4.57727 0.15
C 0.70687 0.40162 3.39207 -0.66
N 1.77209 1.24306 3.31173 0.14
O -0.09130 0.26012 2.47630 -0.02
H 1.39352 -0.46804 5.12043 0.09
H -0.07596 -1.06479 4.50813 0.10
H 2.19281 1.57339 4.16350 0.10
H 1.72227 1.89868 2.52270 -0.04
C 2.95899 -0.52047 -1.68543 -0.29
As 2.82608 -0.35435 0.25682 1.19
C 3.79021 -1.99810 0.69986 -0.30
C 4.26735 0.98518 0.57102 -0.35
C 5.59853 0.66348 -0.01881 -0.31
C 6.54637 -0.07102 0.69413 -0.07
C 7.77220 -0.39791 0.13400 -0.10
C 8.07942 0.00471 -1.15832 -0.11
C 7.14858 0.74000 -1.87912 -0.09
C 5.92410 1.06536 -1.31469 -0.06
H 3.97601 -0.75472 -2.00181 0.02
H 2.62437 0.40713 -2.14917 0.01
H 2.28371 -1.32632 -1.97498 0.00
H 4.73792 -2.06772 0.16580 0.02
H 3.14332 -2.82687 0.41196 -0.02
H 3.97292 -2.05167 1.77412 0.02
H 4.33295 1.09524 1.65502 0.06
H 3.87418 1.92090 0.17031 0.03
H 6.31312 -0.39114 1.70357 0.11
H 8.49051 -0.96949 0.70914 0.10
H 9.03526 -0.25009 -1.59824 0.09
H 7.37688 1.06470 -2.88688 0.10
H 5.20457 1.64483 -1.88137 0.11
```

LUMO (eV): 1.691
Charge: -1
HOMO energy (eV): -4.32

2 unconnected molecules or ions with the total composition C4H5NO. Source: the OMol25 dataset; level of theory: ωB97M-V/def2-TZVPD.

XYZ file:
```
11
Properties=species:S:1:pos:R:3:nbo_charge:R:1
O -1.71908 2.17166 1.73122 -0.52
C -1.31876 1.98477 0.68207 0.49
C -0.87861 -1.11339 -0.78687 -0.26
N 0.06562 -0.50380 -0.14780 -0.21
C 1.34856 0.13173 -0.41075 -0.23
C 0.69246 0.00135 0.90883 -0.24
H -1.66870 -1.60387 -0.23105 0.20
H -0.86179 -1.10348 -1.86861 0.20
H 1.31263 1.09266 -0.92953 0.19
H 2.10562 -0.56373 -0.78891 0.18
H 0.92206 -0.49390 1.84141 0.21
```

LUMO (eV): 1.084
HOMO energy (eV): -7.46

A molecular structure, C5H8NS. Source: the OMol25 dataset; level of theory: ωB97M-V/def2-TZVPD.

XYZ file:
```
15
Properties=species:S:1:pos:R:3:nbo_charge:R:1
C 0.28378 -0.83213 0.34232 -0.05
C -0.96627 0.67095 0.78776 -0.01
C 1.64759 -1.36474 -1.51622 -0.14
C 1.07932 1.02373 -0.86597 -0.35
C -2.15592 0.46119 1.62887 -0.74
N 0.96022 -0.46080 -0.78049 -0.32
S -0.41508 1.90844 -0.20997 0.55
H 0.02642 -1.79871 0.67804 0.23
H 2.53598 -1.12121 -2.09956 0.23
H 1.44344 -2.38455 -1.26330 0.21
H 1.87605 1.52385 -0.28179 0.27
H 1.11569 1.17789 -2.00945 0.27
H -2.90678 1.09674 1.27826 0.27
H -2.14252 0.77251 2.64681 0.30
H -2.38191 -0.67317 1.66469 0.28
```

LUMO (spin up / spin down) (eV): -5.401 / -5.446
Charge: +1
HOMO energy (spin up / spin down) (eV): -12.09 / -11.85

Calculated energy above the lowest of the compared OMol25 structures with the same formula, charge and spin in order - 128.2, 99.1, 16.6, 107.2, 115.9, 0.0, 97.6, 124.3 kcal per mole
Calculated energy in order - -17971.889, -20309.281, -84252.504, -22030.541, -12915.693, -146871.822, -7762.294, -17627.540 eV